31
Properties=species:S:1:pos:R:3:nbo_charge:R:1 method="wB97M-V/def2-TZVPD" total_energy_ev=-16822.6941 fmax_ev_per_a=7.89 smiles=Cc1ccc(O)cc1.Cc1ccccc1 de_lowest_kcal_mol=58.6 orbital_gap_ev=8.61 homo_energy_ev=-7.844 total_charge=0
O -3.32 1.09 -0.78 -0.65
C -1.62 -1.29 1.30 -0.21
C -1.19 -1.72 -1.08 -0.20
C 1.25 2.79 1.54 -0.21
C 2.35 0.08 -1.68 -0.62
C -1.97 -0.63 -1.39 -0.28
C 2.09 3.27 0.56 -0.22
C 1.21 0.65 0.40 -0.18
C -2.19 -0.16 1.04 -0.26
C 2.10 1.07 -0.62 -0.03
C 0.92 1.43 1.51 -0.22
C -0.64 -3.47 0.45 -0.63
C -1.07 -2.10 0.24 -0.04
C 2.44 2.42 -0.46 -0.20
C -2.50 0.16 -0.40 0.32
H 0.81 3.49 2.23 0.21
H -2.71 0.64 1.67 0.21
H 0.91 -0.43 0.39 0.21
H -1.48 -1.72 2.26 0.21
H 1.56 -0.56 -1.76 0.22
H -0.64 -2.27 -1.77 0.20
H 0.47 1.02 2.40 0.21
H 3.34 -0.54 -1.58 0.21
H -3.86 1.33 -0.08 0.48
H 2.52 0.35 -2.63 0.22
H -1.52 -4.10 0.39 0.21
H -0.35 -3.75 1.46 0.22
H -0.08 -3.74 -0.40 0.22
H -2.19 -0.38 -2.41 0.22
H 2.29 4.30 0.47 0.21
H 3.06 2.74 -1.26 0.20



33
Properties=species:S:1:pos:R:3:nbo_charge:R:1 method="wB97M-V/def2-TZVPD" total_energy_ev=-23521.0214 fmax_ev_per_a=4.87 smiles=C[C@](P)(c1ccccc1)[C@@H]1CCC[NH2+]1 de_lowest_kcal_mol=88.8 orbital_gap_ev=9.21 homo_energy_ev=-12.223 total_charge=+1
P 0.01 -2.76 0.16 0.27
N -2.23 -0.71 -0.28 -0.57
C -0.80 -0.10 -0.29 -0.03
C 0.03 -0.89 0.70 -0.24
C 1.96 0.20 -1.08 -0.30
C -3.02 0.28 -1.13 -0.25
C 1.74 -0.26 0.19 0.06
C -2.15 1.56 -1.20 -0.41
C 2.75 -0.20 1.15 -0.26
C -0.98 1.33 -0.21 -0.45
C 4.05 0.14 0.71 -0.17
C 4.33 0.59 -0.57 -0.21
C -0.35 -0.65 2.15 -0.68
C 3.24 0.56 -1.42 -0.17
H -2.67 -0.79 0.69 0.43
H 5.16 1.15 -0.92 0.24
H -1.43 1.62 0.88 0.22
H 0.46 -2.37 -1.15 -0.01
H -2.37 -1.72 -0.56 0.46
H -2.83 2.39 -0.93 0.24
H 1.27 -2.99 0.73 0.03
H -0.72 -0.47 -1.40 0.23
H 0.20 -0.93 3.02 0.27
H 2.57 -0.51 2.17 0.22
H 3.46 0.95 -2.44 0.22
H -4.04 0.59 -0.68 0.24
H 4.77 0.14 1.57 0.23
H -0.10 1.80 -0.49 0.27
H -1.37 -0.84 2.26 0.19
H -1.71 1.72 -2.16 0.22
H 1.05 0.43 -1.71 0.20
H -3.18 0.12 -2.14 0.24
H -0.44 0.39 2.47 0.24



4
Properties=species:S:1:pos:R:3:nbo_charge:R:1 method="wB97M-V/def2-TZVPD" total_energy_ev=-4123.6888 fmax_ev_per_a=4.32 smiles=OO de_lowest_kcal_mol=16.4 orbital_gap_ev=10.99 homo_energy_ev=-10.325 total_charge=0
O 0.78 -0.18 0.00 -0.46
O -0.72 0.14 0.00 -0.48
H -1.23 -0.80 0.00 0.47
H 1.17 0.84 0.00 0.47



87
Properties=species:S:1:pos:R:3:mulliken_spin:R:1 method="wB97M-V/def2-TZVPD" total_energy_ev=-69489.7569 fmax_ev_per_a=0.62 multiplicity=5 de_lowest_kcal_mol=0.0 orbital_gap_ev="7.19 / 4.70" homo_energy_ev="-12.247 / -13.223" total_charge=+2
Os -0.77 0.53 0.58 2.42
S -2.92 -2.08 1.60 0.02
O -1.36 0.87 -1.23 0.10
O -2.22 0.60 3.15 0.01
O -2.69 -1.00 0.54 0.11
O 4.10 3.54 -3.90 0.03
O -0.13 0.32 2.43 0.00
O -2.74 1.86 -2.67 0.03
O -2.39 1.92 0.88 0.02
N 3.35 3.83 -1.78 0.02
N 0.68 -0.88 -0.01 0.04
N 0.57 2.61 0.31 0.12
N 3.22 1.72 -2.79 0.21
C 3.25 0.78 -3.75 0.26
C 3.07 -1.58 -4.24 0.08
C 1.87 -0.95 0.61 -0.01
C 3.24 -1.30 -5.63 0.19
C -5.51 -2.58 1.19 0.00
C 0.34 -1.85 -0.87 0.00
C 0.34 -0.18 7.38 0.00
C -4.53 1.79 -0.28 0.00
C -3.10 2.30 -0.35 0.05
C 3.25 -2.40 -6.62 0.00
C 3.41 0.04 -6.04 0.02
C 3.42 1.07 -5.15 0.10
C 0.74 3.36 1.40 0.02
C 3.58 3.10 -2.91 -0.03
C -4.61 -1.85 2.18 0.00
C 2.40 -3.02 -0.49 0.00
C -0.54 0.17 4.78 0.00
C 2.47 3.63 -0.69 0.00
C -3.35 -3.58 0.65 0.00
C -4.82 -3.91 0.94 0.00
C 1.26 -0.15 6.34 0.00
C -3.02 3.81 -0.47 -0.01
C 2.66 4.40 0.45 0.01
C -1.45 0.15 5.82 0.00
C -1.02 -0.03 7.12 0.00
C 1.78 4.27 1.50 0.00
C 0.82 0.02 5.04 0.01
C 3.07 -0.58 -3.33 0.06
C -1.05 0.37 3.40 0.02
C 1.17 -2.92 -1.14 0.00
C 1.40 2.75 -0.72 0.00
C 2.74 -1.99 0.39 0.00
C 3.33 -4.17 -0.74 0.00
C -2.40 1.65 -1.55 0.02
H -3.20 -3.26 -0.38 0.00
H 2.90 -4.91 -1.41 0.00
H 2.94 -0.79 -2.27 0.02
H 1.89 4.87 2.40 0.00
H 1.14 2.18 -1.60 -0.01
H -4.55 0.70 -0.16 0.00
H 3.68 -2.02 0.92 0.00
H 0.84 -3.68 -1.83 0.00
H -4.77 -0.78 2.27 0.00
H -5.04 2.04 -1.21 0.00
H 4.28 -2.75 -6.76 0.04
H 3.80 4.74 -1.84 0.00
H 3.03 1.39 -1.85 -0.03
H 3.53 0.26 -7.09 0.00
H -2.51 0.28 5.60 0.00
H 0.02 3.23 2.20 0.01
H -1.73 -0.05 7.94 0.00
H 2.67 -3.26 -6.29 0.01
H 3.57 -4.67 0.20 0.00
H 4.27 -3.82 -1.16 0.00
H -2.96 1.39 1.47 0.01
H -1.98 4.14 -0.43 0.00
H -6.52 -2.70 1.58 0.00
H -5.26 -4.47 0.12 0.00
H 0.68 -0.31 8.40 0.00
H 2.95 -2.61 -3.92 0.00
H -5.58 -2.01 0.26 0.00
H -0.63 -1.74 -1.35 0.01
H 2.32 -0.27 6.55 0.00
H -3.45 4.11 -1.43 0.00
H -5.06 2.26 0.55 0.00
H 1.53 0.04 4.22 0.00
H 2.89 -2.07 -7.59 0.01
H -2.65 -4.37 0.90 0.00
H 2.10 -0.15 1.30 0.01
H -4.89 -4.54 1.83 0.00
H 3.49 5.10 0.51 0.00
H -4.66 -2.30 3.17 0.00
H -3.57 4.28 0.34 0.00
H 3.54 2.09 -5.47 0.00



46
Properties=species:S:1:pos:R:3:nbo_charge:R:1 method="wB97M-V/def2-TZVPD" total_energy_ev=-79337.5071 fmax_ev_per_a=4.27 multiplicity=2 orbital_gap_ev="6.50 / 6.72" homo_energy_ev="-14.731 / -14.726" total_charge=+2
Ti -0.53 0.21 2.63 1.47
Cl 0.21 1.97 3.74 -0.28
S -1.13 -3.98 3.46 0.65
P 0.00 0.54 0.38 0.79
N 0.02 -1.65 3.18 -0.63
C 0.92 -2.41 3.96 -0.03
C 0.48 4.65 0.51 -0.19
C -0.53 5.12 -0.34 -0.15
C 2.97 0.22 -2.48 -0.17
C -1.39 -0.27 -0.52 -0.38
C 0.64 3.28 0.69 -0.22
C -1.17 2.85 -0.85 -0.23
C -2.22 -1.68 -2.31 -0.17
C -3.75 -0.78 -0.66 -0.22
C 2.60 -0.47 0.22 -0.12
C -1.15 -1.11 -1.62 -0.19
C 0.46 -3.67 4.20 -0.35
C -2.69 -0.13 -0.03 -0.18
C 1.55 0.12 -0.50 -0.38
C -3.53 -1.52 -1.82 -0.16
C 3.85 -0.65 -0.39 -0.22
C 1.73 0.44 -1.85 -0.20
C -1.38 4.22 -1.00 -0.19
C 4.03 -0.31 -1.73 -0.15
C -1.09 -2.40 2.79 -0.20
C -0.18 2.37 0.02 -0.25
H -0.68 6.19 -0.46 0.24
H -2.87 0.49 0.85 0.19
H 0.62 -5.49 -3.06 0.01
H -0.14 -1.31 -1.94 0.25
H -4.36 -1.99 -2.35 0.25
H -0.13 -5.53 -3.09 -0.01
H -1.80 2.14 -1.40 0.23
H 4.69 -1.04 0.19 0.24
H 1.39 2.91 1.40 0.22
H 3.10 0.46 -3.54 0.25
H 1.86 -1.96 4.29 0.27
H -1.87 -2.07 2.10 0.27
H -2.18 4.58 -1.64 0.25
H -4.76 -0.71 -0.25 0.25
H 1.14 5.35 1.02 0.25
H 4.99 -0.48 -2.22 0.25
H -2.04 -2.24 -3.23 0.25
H 2.44 -0.76 1.25 0.19
H 0.92 0.88 -2.42 0.23
H 0.98 -4.41 4.79 0.29



10
Properties=species:S:1:pos:R:3:nbo_charge:R:1 method="wB97M-V/def2-TZVPD" total_energy_ev=-56070.6058 fmax_ev_per_a=3.17 smiles="O=S(=O)(F)N([S-])C(Cl)Cl" de_lowest_kcal_mol=0.0 orbital_gap_ev="6.93 / 6.67" homo_energy_ev="-4.728 / -4.533" total_charge=-1
Cl -1.05 1.53 1.14 -0.02
Cl -1.44 -1.34 1.05 -0.09
S 1.32 0.11 0.12 2.00
S -0.42 -1.00 -2.11 0.13
F 1.75 -0.06 1.89 -0.59
O 2.11 1.24 -0.29 -0.94
O 1.79 -1.18 -0.38 -0.96
N -0.45 0.20 -1.00 -0.67
C -1.35 0.17 0.04 -0.06
H -2.26 0.32 -0.46 0.21



70
Properties=species:S:1:pos:R:3:nbo_charge:R:1 method="wB97M-V/def2-TZVPD" total_energy_ev=-63932.1060 fmax_ev_per_a=0.50 de_lowest_kcal_mol=0.0 orbital_gap_ev=5.54 homo_energy_ev=-3.597 total_charge=-1
I -1.02 -5.59 2.98 0.13
P -0.01 2.94 0.15 0.83
Na 0.32 -0.05 0.17 0.83
O 1.03 -0.34 -4.11 -0.74
O -3.95 -0.29 1.06 -0.74
N 0.43 -2.59 0.29 -0.42
N -1.91 -0.29 -0.08 -0.70
N -0.64 -0.13 2.44 -0.47
N 2.53 0.09 -0.89 -0.46
N -0.04 -0.03 -2.05 -0.73
C -2.45 4.42 -0.29 -0.61
C -2.36 -0.29 -1.40 0.10
C 0.28 4.21 1.46 -0.72
C 0.98 -0.13 -2.88 0.57
C -0.79 -5.07 0.00 -0.21
C 4.89 0.37 -1.19 -0.28
C -1.97 -0.28 2.33 0.16
C -0.51 -4.55 1.26 -0.21
C 0.09 -3.31 1.35 0.01
C -1.80 -0.19 -3.77 -0.28
C 4.73 0.32 -2.57 -0.18
C 0.17 -3.08 -0.92 0.06
C -2.71 -0.29 0.97 0.58
C -0.82 -0.25 4.82 -0.28
C 3.76 0.24 -0.41 0.04
C 3.46 0.14 -3.08 -0.23
C 0.58 3.75 -1.39 -0.72
C -2.77 -0.43 3.47 -0.23
C 2.10 3.79 -1.51 -0.61
C -4.10 -0.41 -3.10 -0.24
C 1.60 4.01 2.21 -0.60
C -0.10 -0.11 3.65 0.03
C -1.83 3.05 -0.06 -0.72
C -1.38 -0.17 -2.44 0.19
C -0.44 -4.32 -1.10 -0.23
C -3.15 -0.30 -4.10 -0.26
C 2.37 0.04 -2.21 0.16
C -3.71 -0.40 -1.77 -0.27
C -2.20 -0.42 4.72 -0.18
H -0.55 4.09 2.17 0.22
H -0.32 -0.23 5.78 0.21
H 1.65 3.00 2.62 0.21
H -3.53 4.35 -0.36 0.21
H 0.17 4.76 -1.50 0.20
H 5.86 0.51 -0.74 0.21
H -0.65 -4.66 -2.11 0.22
H -2.21 5.12 0.52 0.19
H 5.58 0.41 -3.23 0.20
H -3.44 -0.31 -5.15 0.19
H -2.81 -0.55 5.61 0.20
H 0.20 5.23 1.07 0.20
H 2.53 2.79 -1.37 0.22
H 3.85 0.27 0.68 0.18
H 2.54 4.45 -0.76 0.19
H 0.29 -2.87 2.33 0.20
H 0.42 -2.45 -1.76 0.23
H -2.09 2.36 -0.87 0.26
H 1.69 4.72 3.04 0.20
H -3.83 -0.55 3.30 0.25
H -2.25 2.58 0.84 0.23
H -1.05 -0.11 -4.54 0.24
H -4.44 -0.48 -0.98 0.25
H -1.27 -6.03 -0.10 0.22
H -5.15 -0.49 -3.35 0.19
H 2.46 4.15 1.56 0.20
H 0.16 3.14 -2.20 0.24
H 0.97 0.03 3.69 0.18
H -2.09 4.87 -1.22 0.20
H 3.24 0.08 -4.14 0.25
H 2.42 4.15 -2.49 0.20



64
Properties=species:S:1:pos:R:3:nbo_charge:R:1 method="wB97M-V/def2-TZVPD" total_energy_ev=-155431.6267 fmax_ev_per_a=0.50 multiplicity=5 de_lowest_kcal_mol=6.9 orbital_gap_ev="7.12 / 6.06" homo_energy_ev="-9.638 / -9.724" total_charge=0
Fe 0.66 -0.18 -0.28 1.47
Cl -1.58 3.85 1.00 0.12
Cl -6.39 2.33 -0.78 0.10
S -3.29 -1.48 2.69 2.26
S -0.52 -0.99 2.70 2.28
F -4.42 -3.81 2.96 -0.31
F -2.51 -3.67 3.95 -0.29
F -0.48 3.08 -3.29 -0.52
F -2.60 -3.85 1.79 -0.31
F 4.00 -3.24 1.12 -0.51
F 1.57 2.02 -3.47 -0.54
F 4.06 -2.03 -0.86 -0.55
F 0.66 1.27 3.41 -0.31
F -0.58 0.39 4.95 -0.29
F -1.49 1.41 3.27 -0.31
O -3.47 -0.96 4.01 -0.91
O -1.38 -1.41 -0.80 -0.56
O 0.71 2.67 -1.37 -0.55
O 0.47 -0.71 1.64 -1.01
O -4.30 -1.29 1.69 -0.95
O -0.32 0.86 -2.69 -0.52
O -0.86 1.15 0.28 -0.62
O 3.43 -1.00 1.16 -0.52
O 2.01 -2.70 0.07 -0.50
O -0.17 -2.01 3.62 -0.87
N 0.42 -0.12 -2.18 -0.12
N 1.43 1.77 -0.66 -0.20
N 1.41 -1.91 -0.80 -0.09
N -1.91 -1.06 2.02 -1.26
N 2.79 0.00 0.53 -0.13
C -2.94 0.40 -0.57 -0.20
C -2.51 -0.98 -0.87 0.48
C 0.56 -1.24 -4.34 -0.69
C -4.25 0.71 -0.79 -0.13
C 4.27 1.55 1.72 -0.68
C -3.18 -3.33 2.87 0.73
C -0.49 0.63 3.65 0.73
C 2.40 2.22 0.05 0.36
C 1.45 -2.17 -2.06 0.26
C -3.93 2.98 0.07 -0.25
C -2.61 2.69 0.32 -0.02
C 0.79 -1.13 -2.88 0.37
C -2.04 1.37 0.01 0.54
C 2.09 -3.36 -2.66 -0.68
C -4.74 1.99 -0.48 0.03
C 2.78 3.66 0.13 -0.70
C 3.16 1.19 0.80 0.19
B 0.41 2.21 -2.75 1.25
B 3.44 -2.26 0.37 1.25
H 1.39 -3.86 -3.33 0.24
H 3.92 2.23 2.50 0.24
H 4.67 0.65 2.17 0.27
H -4.33 3.96 0.30 0.26
H 3.84 3.79 -0.05 0.24
H -4.92 -0.05 -1.17 0.25
H 2.42 -4.04 -1.88 0.27
H 2.57 4.03 1.14 0.24
H 1.49 -1.50 -4.84 0.25
H 0.17 -0.31 -4.73 0.27
H -3.32 -1.65 -1.19 0.15
H 2.21 4.25 -0.58 0.26
H -0.15 -2.05 -4.54 0.25
H 2.96 -3.05 -3.24 0.26
H 5.06 2.06 1.16 0.24



75
Properties=species:S:1:pos:R:3:mulliken_spin:R:1 method="wB97M-V/def2-TZVPD" total_energy_ev=-128438.7526 fmax_ev_per_a=1.09 multiplicity=3 de_lowest_kcal_mol=2.8 orbital_gap_ev="5.64 / 5.88" homo_energy_ev="-16.537 / -16.577" total_charge=+3
Mo 1.29 0.45 -0.32 1.82
Br -0.36 1.21 -2.47 0.01
S 8.62 1.58 0.75 0.00
O -0.15 -0.61 -0.29 0.05
N 7.60 0.59 1.50 0.00
N 1.01 2.15 0.81 -0.01
N 2.91 -0.36 0.72 0.07
N 2.95 1.35 -1.36 0.03
N 0.11 4.09 1.34 0.00
N 7.65 2.19 -0.37 0.00
C 0.57 3.55 2.54 0.01
C 5.15 -1.04 2.17 0.03
C -3.52 -1.82 -1.06 0.00
C 4.10 1.23 -0.63 -0.05
C 5.23 -0.01 1.21 -0.02
C 0.37 3.25 0.36 0.04
C 1.70 1.54 3.21 -0.02
C -5.22 -1.10 -2.84 0.00
C -1.42 -0.83 -0.85 0.02
C -2.25 -4.22 0.19 0.00
C 1.14 2.33 2.22 0.03
C -4.97 -1.41 -4.32 0.00
C 3.97 -1.72 2.35 -0.01
C 1.09 3.27 4.81 0.00
C 1.67 2.03 4.50 -0.01
C 6.46 1.63 -0.18 0.00
C 0.53 4.06 3.83 0.00
C -2.93 -0.05 -2.57 0.00
C 4.08 0.29 0.48 -0.02
C 5.28 2.66 -2.16 0.02
C 2.98 2.08 -2.48 0.02
C -6.10 -2.20 -2.25 0.00
C 2.85 -1.35 1.62 0.05
C -2.08 -2.80 0.76 0.00
C -0.70 -2.73 1.42 0.00
C 5.28 1.87 -1.00 -0.01
C -1.74 0.00 -1.91 0.01
C 4.13 2.75 -2.90 -0.01
C 6.43 0.72 0.89 0.00
C -3.14 -2.54 1.84 0.00
C -5.94 0.25 -2.70 0.00
C -2.29 -1.80 -0.38 -0.03
C -3.87 -1.00 -2.13 0.00
H -4.25 -2.55 -0.73 0.00
H -6.34 -2.02 -1.20 0.00
H -3.06 -1.54 2.25 0.00
H -4.15 -2.67 1.45 0.00
H 1.08 3.61 5.84 0.00
H -4.42 -2.35 -4.45 0.00
H -0.66 -3.50 2.20 0.00
H 6.19 3.16 -2.46 0.00
H 4.09 3.33 -3.82 0.00
H 6.04 -1.30 2.74 0.00
H -0.36 4.98 1.22 0.00
H -6.13 0.49 -1.66 0.00
H -3.15 0.59 -3.41 0.00
H 0.10 -2.94 0.71 0.00
H 1.89 -1.84 1.75 -0.02
H -3.24 -4.38 -0.23 0.00
H -0.54 -1.76 1.91 0.00
H 3.89 -2.54 3.06 0.00
H -4.41 -0.62 -4.83 0.00
H -3.01 -3.25 2.65 0.00
H 2.07 2.14 -3.06 0.00
H -5.38 1.07 -3.15 0.00
H 0.11 3.43 -0.67 0.00
H 2.09 1.44 5.30 0.00
H 0.09 5.02 4.06 0.00
H -1.51 -4.42 -0.59 0.00
H -6.90 0.20 -3.22 0.00
H 2.15 0.57 3.01 0.00
H -7.04 -2.23 -2.80 0.00
H -2.11 -4.95 0.99 0.00
H -5.64 -3.19 -2.34 0.00
H -5.92 -1.50 -4.84 0.00



6
Properties=species:S:1:pos:R:3:nbo_charge:R:1 method="wB97M-V/def2-TZVPD" total_energy_ev=-32435.1158 fmax_ev_per_a=1.77 multiplicity=4 de_lowest_kcal_mol=30.5 orbital_gap_ev="5.14 / 3.68" homo_energy_ev="-7.001 / -6.690" total_charge=0
Er -3.49 -1.81 0.51 0.92
F 1.94 1.93 -0.90 -0.81
C 0.73 -0.02 -0.40 0.03
C 0.06 -0.10 0.64 -0.60
H 0.92 -0.43 -1.42 0.23
H -0.16 0.42 1.57 0.23



15
Properties=species:S:1:pos:R:3:nbo_charge:R:1 method="wB97M-V/def2-TZVPD" total_energy_ev=-20679.8276 fmax_ev_per_a=3.56 de_lowest_kcal_mol=67.1 orbital_gap_ev=9.91 homo_energy_ev=-9.301 total_charge=0
S 0.54 -0.03 -2.10 1.14
O 1.98 -0.08 -2.36 -0.93
O 0.03 2.57 -1.03 -0.53
N 0.20 0.58 0.25 -0.47
C 0.20 -0.69 -0.37 -0.20
C 0.30 0.77 1.67 -0.43
C -1.13 -1.31 -0.37 -0.63
C 0.21 1.42 -0.89 0.54
H 0.26 1.79 2.04 0.24
H -0.50 0.33 2.23 0.20
H -1.70 -0.66 -0.95 0.20
H 1.02 -1.45 -0.02 0.21
H -1.54 -1.36 0.59 0.22
H -1.09 -2.33 -0.86 0.22
H 1.21 0.46 2.16 0.21



43
Properties=species:S:1:pos:R:3:nbo_charge:R:1 method="wB97M-V/def2-TZVPD" total_energy_ev=-40816.6375 fmax_ev_per_a=0.92 orbital_gap_ev=5.92 homo_energy_ev=-4.045 total_charge=-1
F 7.85 -1.43 3.24 -0.37
F 6.41 -0.12 2.32 -0.42
F 7.84 -1.14 1.07 -0.35
O -4.54 0.09 -3.42 -0.65
O -0.90 2.25 0.87 -0.63
O -4.85 -0.25 -5.63 -0.49
O -5.03 -1.93 -4.29 -0.49
O 4.01 -3.76 4.12 -0.62
O 5.82 -2.97 3.18 -0.39
O -3.09 2.49 0.38 -0.50
O -2.14 3.98 1.62 -0.50
N 6.26 -2.45 1.89 -0.53
C -4.78 -0.63 -4.35 0.98
C -0.97 4.47 2.29 -0.26
C 3.29 -0.88 3.20 -0.19
C -4.97 -2.47 -2.96 -0.26
C 2.14 -0.14 1.22 -0.18
C 7.04 -1.38 2.13 1.00
C 2.52 -1.30 0.55 -0.23
C 3.29 -2.24 1.21 -0.18
C 4.51 -3.01 3.32 0.78
C 3.68 -2.03 2.53 -0.10
C -1.94 2.85 0.95 0.97
C -3.01 1.28 -0.38 -0.26
C 2.51 0.08 2.55 -0.24
C -4.60 1.13 -5.85 -0.26
H -5.33 1.75 -5.33 0.19
H 1.56 0.61 0.70 0.20
H -3.98 -2.34 -2.54 0.20
H 2.25 -1.48 -0.48 0.20
H -5.19 -3.53 -3.06 0.20
H 2.22 0.97 3.08 0.20
H -1.26 5.38 2.80 0.19
H -2.30 1.38 -1.19 0.19
H 3.60 -0.74 4.23 0.21
H 3.63 -3.14 0.71 0.22
H -3.59 1.40 -5.52 0.20
H -5.72 -2.00 -2.32 0.19
H -4.69 1.30 -6.92 0.19
H -2.72 0.45 0.27 0.19
H -0.18 4.68 1.57 0.19
H -0.62 3.74 3.02 0.20
H -4.00 1.10 -0.79 0.20